Entry from OMol25: one molecule with the formula C4H5NO in a non-equilibrium geometry (the ωB97M-V functional and the def2-TZVPD basis).

Structure (ORCA input):
```
! wB97M-V def2-TZVPD RIJCOSX def2/J DEFGRID3
* xyz 0 1
C -1.764 -0.026 0.108
C -0.267 -0.159 -0.007
C 0.793 0.803 -0.240
C 1.898 0.085 0.058
O 1.622 -1.180 0.321
N 0.242 -1.323 0.304
H -2.202 -1.014 0.289
H -2.050 0.614 0.955
H -2.209 0.402 -0.791
H 1.122 1.325 -1.125
H 2.919 0.436 0.098
*
```

## Properties
structure (SMILES): Cc1ccon1

Mulliken charges in e: number 1, C, carries -0.975; number 2, C, carries 0.646; number 3, C, carries -0.457; number 4, C, carries -0.136; number 5, O, carries -0.157; number 6, N, carries -0.412; number 7, H, carries 0.310; number 8, H, carries 0.250; number 9, H, carries 0.280; number 10, H, carries 0.225; number 11, H, carries 0.426

Entry from OMol25: one molecule with the formula C4H5NO in a non-equilibrium geometry (the ωB97M-V functional and the def2-TZVPD basis).

Structure (ORCA input):
```
! wB97M-V def2-TZVPD RIJCOSX def2/J DEFGRID3
* xyz 0 1
N 2.404 0.631 -1.073
C 1.627 -0.068 -0.578
C 0.695 -0.938 0.146
C -0.646 -0.287 0.460
C -1.000 1.085 0.091
O -1.431 -0.024 -0.685
H 1.220 -1.273 1.047
H 0.480 -1.829 -0.454
H -1.185 -0.756 1.286
H -1.798 1.598 0.628
H -0.255 1.727 -0.378
*
```

## Properties
structure (SMILES): N#CC[C@H]1CO1

Mulliken charges in e: number 1, N, carries -0.409; number 2, C, carries 0.233; number 3, C, carries -0.483; number 4, C, carries 0.116; number 5, C, carries -0.415; number 6, O, carries -0.402; number 7, H, carries 0.305; number 8, H, carries 0.230; number 9, H, carries 0.351; number 10, H, carries 0.244; number 11, H, carries 0.230

Entry from OMol25: one molecule with the formula C4H5NO (the ωB97M-V functional and the def2-TZVPD basis).

Structure (ORCA input):
```
! wB97M-V def2-TZVPD RIJCOSX def2/J DEFGRID3
* xyz 0 1
C 1.386 -1.479 -0.397
C 1.197 -0.193 -0.258
N 0.940 1.002 -0.143
C -0.493 1.315 -0.036
C -1.278 0.170 0.577
O -2.293 -0.282 0.106
H 1.528 -2.110 0.470
H 1.347 -1.920 -1.385
H -0.612 2.207 0.587
H -0.889 1.535 -1.031
H -0.834 -0.244 1.509
*
```

## Properties
structure (SMILES): C=C=NCC=O

Mulliken charges in e: number 1, C, carries -0.837; number 2, C, carries 0.625; number 3, N, carries -0.481; number 4, C, carries -0.346; number 5, C, carries 0.067; number 6, O, carries -0.470; number 7, H, carries 0.267; number 8, H, carries 0.251; number 9, H, carries 0.270; number 10, H, carries 0.287; number 11, H, carries 0.367

What are the calculated total energy values for these records? In order: -285.32336; -285.35590; -285.33878 Ha.
What are the energy above the lowest of the compared OMol25 structures with the same formula, charge and spin values for these records? In order: 239.52; 154.07; 199.03 kJ/mol.
What are the gap between HOMO and LUMO values for these records? In order: 10.85; 11.63; 10.25 eV.